Record 1
Density functional theory data (wB97M-V/def2-TZVPD) for C34H39MnN5O3P2S as an isolated structure at a distorted geometry.

XYZ file:
```
85
Properties=species:S:1:pos:R:3
Mn -1.0896 -2.1465 -4.0530
C -0.9391 4.0807 -0.9653
C -1.1846 3.0902 -1.8536
C -0.6087 2.6771 -3.2035
C 0.7490 1.9381 -3.1533
C 1.9140 2.7300 -2.6561
C 1.8803 3.8935 -1.9974
C 0.9355 5.0429 -2.2052
C 0.1583 5.1044 -0.9037
C 0.4856 -3.1462 -3.1250
H -1.6310 4.1799 -0.1164
H -2.0022 2.4033 -1.5711
H -0.5190 3.4611 -3.9703
H -1.3481 1.9705 -3.6281
H 0.6439 1.0554 -2.4839
H 0.9877 1.5472 -4.1541
H 2.7832 2.0834 -2.4990
H 2.4863 4.0196 -1.0909
H 0.1826 4.8512 -2.9605
H 1.4429 5.9838 -2.4656
H 0.8575 4.8881 -0.0995
H -0.1811 6.0869 -0.5911
H 0.9566 -2.1323 -2.9329
H 1.2152 -3.8458 -3.5831
H 0.1107 -3.6263 -2.2126
P 1.3150 -1.7028 -5.7737
P -2.4448 -0.8848 -5.5689
N 2.6001 -0.4227 -6.3056
N 1.8925 -2.7857 -7.1065
N -2.4211 0.9564 -6.2784
N -3.8617 -1.2139 -6.6337
C 0.1124 -0.8980 -6.8142
C -1.1981 -1.6548 -6.7056
C 3.7409 -0.2195 -5.5427
C 4.5597 0.7258 -6.1667
C 3.9004 1.1253 -7.3671
C 2.7099 0.3992 -7.4256
C 2.2837 -4.0861 -6.8106
C 2.8366 -4.6638 -7.9453
C 2.7923 -3.6945 -8.9994
C 2.1834 -2.5579 -8.4593
C -3.3061 1.9812 -5.9489
C -3.1252 3.0763 -6.8283
C -2.0469 2.7463 -7.6844
C -1.6937 1.4451 -7.3579
C -4.1148 -0.6600 -7.9009
C -5.0802 -1.4005 -8.5662
C -5.4221 -2.5048 -7.7081
C -4.6465 -2.3737 -6.5581
H 0.3561 -0.7960 -7.8744
H 0.0606 0.0982 -6.3655
H -1.6933 -1.7625 -7.6792
H -1.0578 -2.6958 -6.3147
H 3.8793 -0.7725 -4.6281
H 5.5266 1.0707 -5.8110
H 4.2443 1.8350 -8.1241
H 1.9488 0.4259 -8.1954
H 2.1283 -4.4669 -5.8108
H 3.2554 -5.6610 -8.0067
H 3.1771 -3.7679 -10.0153
H 1.9514 -1.6217 -8.9454
H -3.9543 1.9074 -5.0933
H -3.6855 3.9908 -6.8864
H -1.5190 3.3470 -8.4155
H -0.9789 0.8471 -7.8756
H -3.5727 0.2006 -8.2512
H -5.4710 -1.1732 -9.5562
H -6.1229 -3.3031 -7.9590
H -4.5694 -3.0119 -5.6958
O 1.0726 1.3513 0.3034
S 1.1745 -0.0835 0.4754
O 2.4114 -0.5149 1.0812
N 0.6649 -0.8719 -0.8320
C -0.5802 -1.4245 -0.7314
O -1.3634 -1.6277 -1.7186
C -0.8985 -1.6264 0.7234
C -1.8378 -2.4113 1.4109
C -2.3204 -1.9685 2.6495
C -1.7262 -0.8583 3.2726
C -0.5789 -0.2802 2.7234
C -0.1824 -0.6914 1.4543
H -2.1726 -3.3542 0.9696
H -3.1963 -2.4809 3.0795
H -2.1904 -0.5142 4.1986
H -0.0946 0.5064 3.2940
```

Results
- HOMO-LUMO gap (alpha / beta): 5.787 / 5.083 eV
- Highest occupied orbital energy (alpha / beta): -7.9 / -7.9 eV
- LUMO level (alpha / beta): -2.07 / -2.77 eV
- <S²>: 8.774
- Spin multiplicity: 6
- ΔE to the lowest compared entry with this formula, charge and spin: 295.2 kJ/mol
- F_max: 7.2 eV/A

Mulliken population analysis, charges in e, atoms 1 to 6: Mn 0.2823; C -0.7150; C -0.1975; C -0.2414; C 1.7292; C -0.8191

***

Record 2
Density functional theory data (wB97M-V/def2-TZVPD) for a 7-piece molecular cluster, C34H39N3O18 overall at a distorted geometry.

XYZ file:
```
94
Properties=species:S:1:pos:R:3
C -5.5716 -0.1358 1.7251
C -6.3386 -0.4511 0.4912
C -6.5473 0.7140 -0.4930
O -6.7451 0.0264 -1.7699
C -6.1429 -1.1744 -1.6548
O -6.0523 -2.0087 -2.5263
O -5.7347 -1.4271 -0.3835
H -6.0236 0.7405 2.2001
H -4.4952 0.0709 1.6396
H -5.6125 -0.9867 2.4237
H -7.3468 -0.8179 0.8586
H -5.7053 1.3832 -0.5465
H -7.4550 1.2899 -0.2052
C -2.6841 3.2726 4.9558
C -1.9281 4.2870 4.1373
C -0.4065 4.0453 4.0951
O -0.1668 4.3297 2.6767
C -1.2322 4.4462 1.9651
O -1.3280 4.8183 0.8486
O -2.3638 4.1523 2.7597
H -2.2620 3.1586 5.9116
H -2.5517 2.3493 4.3704
H -3.8002 3.4514 5.0698
H -2.2017 5.3148 4.3443
H -0.2473 2.9505 4.2475
H 0.2237 4.5940 4.8255
C 3.8580 -2.8344 -4.8862
C 3.2660 -2.3213 -3.5456
C 4.2062 -1.3881 -2.8122
O 3.2755 -0.4790 -2.1702
C 2.1123 -0.5705 -2.8677
O 1.2401 0.2213 -2.6064
O 2.1577 -1.5167 -3.7555
H 4.7624 -3.3685 -4.7639
H 3.8794 -1.9301 -5.5213
H 3.1156 -3.5191 -5.2429
H 2.9631 -3.1844 -3.0010
H 4.8730 -0.8097 -3.4051
H 4.7543 -1.8794 -2.0583
C 1.2402 0.0732 0.7986
C 0.2539 1.1759 0.4962
C -0.9092 0.8574 -0.3924
O -1.8185 0.2903 0.5852
C -1.5427 0.8764 1.7505
O -2.2320 0.7966 2.7270
O -0.4043 1.5348 1.7166
H 0.6586 -0.7717 1.0761
H 1.8300 0.3854 1.5986
H 1.7552 -0.2224 -0.1389
H 0.7232 2.0613 0.1796
H -0.7007 0.1975 -1.2157
H -1.2810 1.8264 -0.7622
C -1.9178 -2.7589 -2.7242
C -2.9452 -2.2670 -1.8724
C -2.7520 -2.3110 -0.4685
C -1.5867 -2.8641 -0.0180
C -0.5391 -3.2893 -0.8527
C -0.7334 -3.3045 -2.2279
N -1.3467 -2.8258 1.4264
O -2.0923 -2.2236 2.1423
O -0.3298 -3.4005 1.7925
H -2.2105 -2.8663 -3.7771
H -3.8451 -1.9516 -2.3548
H -3.3843 -2.0224 0.3361
H 0.3259 -3.6937 -0.4466
H 0.0282 -3.5373 -2.9665
C 1.3260 4.6725 -1.7115
C 1.5198 4.6781 -3.0871
C 2.4619 3.8000 -3.6136
C 3.1054 2.9048 -2.7429
C 2.9520 2.8847 -1.3803
C 2.0454 3.8366 -0.8774
N 4.0264 1.9550 -3.3919
O 3.7307 1.5230 -4.5020
O 5.0038 1.5857 -2.7554
H 0.6766 5.3514 -1.1589
H 0.8933 5.2663 -3.7603
H 2.6657 3.7675 -4.6937
H 3.3378 2.1408 -0.7173
H 1.8721 3.9251 0.1525
C 2.6236 -2.5416 3.9506
C 2.7254 -3.8916 3.6362
C 3.3261 -4.3177 2.4703
C 3.6074 -3.2901 1.6318
C 3.4765 -1.9457 1.8138
C 2.9415 -1.5781 3.0374
N 4.2086 -3.6625 0.4017
O 3.5900 -4.4060 -0.3625
O 5.2834 -3.1354 0.1447
H 2.2157 -2.2834 4.9210
H 2.4350 -4.6900 4.4187
H 3.3144 -5.3306 2.0969
H 3.8574 -1.2258 1.0313
H 2.7901 -0.5715 3.3095
```

Results
- HOMO-LUMO gap: 9.299 eV
- Highest occupied orbital energy: -9.6 eV
- LUMO level: -0.30 eV
- Spin multiplicity: 1
- F_max: 3.9 eV/A

Mulliken population analysis, charges in e, atoms 1 to 6: C -1.3802; C 0.6509; C -0.4835; O -0.3379; C 0.6895; O -0.5882